1.
37
Properties=species:S:1:pos:R:3:forces:R:3 method="wB97M-V/def2-TZVPD" gap_ev=10.621 total_charge=+1
O -2.227 -0.025 -0.697 1.3 -1.1 0.6
C -1.754 -1.028 -0.166 -1.2 0.4 -1.1
C -0.311 -1.443 -0.445 2.5 -0.2 -1.1
N 0.491 -0.131 -0.632 -2.3 1.1 2.7
C 1.125 0.274 0.765 1.7 1.8 -1.0
C -0.167 -2.233 -1.788 -5.3 0.9 -0.7
H -2.445 -1.700 0.358 0.5 -0.2 -0.1
H 0.354 -2.026 0.237 -1.6 0.7 0.4
H 1.190 -0.227 -1.388 0.2 0.0 0.5
H -0.163 0.753 -0.890 1.8 -2.8 0.4
H 2.124 0.731 0.422 -2.0 0.1 0.9
H 1.483 -0.440 1.514 -0.6 -0.9 -1.3
H 0.443 0.903 1.384 0.3 0.0 -1.3
H -0.938 -1.735 -2.452 0.9 -0.1 0.2
H -0.520 -3.262 -1.984 0.5 0.2 1.4
H 0.706 -2.067 -2.280 2.8 0.3 -0.9
H 0.686 2.719 -2.344 2.6 3.3 -1.5
H -0.557 1.851 -2.838 -2.0 -0.2 -3.5
O 0.061 2.095 -2.231 -0.7 -3.2 4.1
H -1.208 2.454 -0.738 -0.4 -0.4 -1.0
H -1.153 3.909 -0.169 0.7 -2.6 0.4
O -0.902 2.925 0.018 -0.4 3.7 0.7
H 4.449 -0.695 0.410 0.8 -0.4 0.4
H 3.303 -1.813 0.807 1.3 2.7 -1.1
O 3.526 -0.906 0.356 -1.5 -2.7 0.8
H -1.373 2.818 2.969 1.4 0.8 1.4
H -1.656 2.713 1.446 0.0 -0.2 0.8
O -1.986 2.499 2.355 -1.7 -0.5 -1.6
H -0.179 -1.843 2.882 2.1 -0.5 -1.4
H 0.449 -3.254 2.537 1.0 3.7 -0.6
O 0.640 -2.203 2.371 -3.0 -3.6 2.3
H -2.640 0.586 1.905 1.2 -0.6 -0.7
H -2.174 -0.210 2.966 0.6 -0.6 0.4
O -2.014 -0.185 2.016 -1.5 1.0 1.0
H 2.979 -1.435 -2.281 0.3 -0.3 0.2
H 3.187 0.055 -2.532 0.1 0.1 0.0
O 2.509 -0.613 -2.400 -0.1 0.4 -0.5

---

2.
35
Properties=species:S:1:pos:R:3:forces:R:3 method="wB97M-V/def2-TZVPD" gap_ev=10.787
C -0.057 3.176 0.090 -0.8 2.3 -0.4
C 0.286 1.750 0.417 0.4 -0.7 -0.6
C 0.524 1.611 1.919 1.2 -1.8 0.7
C 1.960 1.166 2.228 0.6 -0.5 0.2
H -0.418 3.535 -0.897 0.0 -1.1 0.0
H 0.820 3.823 0.179 0.3 -0.2 0.4
H -0.791 3.661 0.777 0.3 -0.8 -0.2
H 1.183 1.439 -0.129 0.6 0.7 0.3
H -0.325 0.956 -0.032 -1.0 0.5 0.9
H -0.046 0.834 2.420 -0.9 0.2 -0.3
H 0.439 2.526 2.489 -0.6 0.4 -0.2
H 2.387 0.356 1.644 -0.4 0.0 -0.9
H 2.106 0.673 3.204 -0.3 1.0 0.2
H 2.573 2.041 2.072 0.8 0.1 0.3
O 1.993 -2.705 0.758 -0.2 0.0 0.5
H 2.796 -2.532 0.263 0.0 -0.1 -0.2
H 1.403 -3.240 0.203 0.6 0.1 -0.3
O 0.594 -3.206 -1.518 0.0 -0.7 0.0
H -0.138 -3.233 -2.140 -0.1 0.0 0.0
H 1.414 -3.069 -2.011 -0.4 0.1 0.0
O -1.381 0.993 -2.084 0.4 0.7 -0.6
H -1.574 1.306 -2.978 -0.3 -0.3 0.0
H -0.644 1.578 -1.833 -0.3 -0.3 0.3
O -2.263 -1.675 -1.670 0.2 0.4 0.1
H -1.872 -0.788 -1.765 0.2 -0.6 -0.3
H -2.726 -1.562 -0.827 -0.1 -0.5 -0.1
O -0.709 -2.690 1.818 -0.7 0.0 -0.7
H -0.041 -2.812 1.135 0.2 0.2 0.4
H -1.515 -2.673 1.273 0.2 0.0 0.5
O -3.304 0.050 0.097 -0.3 0.5 0.5
H -2.980 0.323 -0.768 -0.1 0.5 0.1
H -3.492 0.870 0.585 0.1 -0.5 -0.3
O 1.637 -0.834 -1.780 0.3 0.7 -0.2
H 0.814 -0.854 -2.279 0.0 0.0 0.1
H 1.348 -0.797 -0.860 0.0 -0.3 0.0

---

3.
37
Properties=species:S:1:pos:R:3:forces:R:3 method="wB97M-V/def2-TZVPD" gap_ev=10.167 total_charge=+1
C 2.268 0.798 -1.839 -2.8 -0.8 -2.6
C 1.203 0.522 -0.804 -0.5 -0.2 2.6
C -0.170 -0.049 -1.225 -0.8 -0.6 0.7
C -1.470 0.494 -0.512 -1.9 0.4 -1.3
N -1.382 1.016 0.891 2.1 1.3 -2.3
N 1.789 -0.353 0.260 -0.2 0.6 0.7
H 1.813 1.396 -2.670 0.6 -0.2 0.6
H 2.993 1.346 -1.372 2.2 1.4 0.9
H 2.697 -0.111 -2.319 -0.4 0.4 0.6
H 0.925 1.437 -0.139 0.9 -0.7 -1.7
H -0.328 0.044 -2.323 0.1 -0.4 0.8
H -0.301 -1.120 -0.860 1.0 0.9 -1.2
H -2.114 -0.425 -0.495 0.3 1.0 0.3
H -2.135 1.306 -1.000 1.6 -1.4 0.2
H -2.321 0.835 1.213 -0.2 1.2 0.8
H -0.728 0.467 1.454 -0.2 -0.3 0.8
H -0.907 2.042 0.825 -2.6 -2.2 0.3
H 1.825 -1.365 0.143 0.0 0.4 -0.6
H 2.723 -0.025 0.567 -0.9 -0.4 -0.4
H -0.310 -4.482 0.305 -1.3 -1.6 -0.5
H 1.246 -4.749 0.260 0.3 -1.2 -0.3
O 0.544 -4.136 0.389 1.2 2.7 0.7
H -1.780 3.427 -1.099 0.2 -0.6 -1.0
H -1.575 4.350 0.004 0.2 0.4 0.7
O -1.552 3.409 -0.166 0.0 0.7 0.5
H -1.399 -3.102 0.955 1.8 -3.3 -0.5
H -1.178 -1.815 1.842 2.6 1.0 2.5
O -1.650 -2.292 1.237 -4.5 2.7 -1.9
H 0.250 -0.260 3.434 0.9 -0.2 -0.4
H 0.807 -0.307 1.771 1.9 -0.6 0.4
O 0.154 -0.148 2.485 -1.9 0.3 0.5
H -2.783 2.803 -2.918 1.1 0.5 -0.1
H -1.306 2.324 -3.120 -1.1 2.0 0.7
O -1.852 3.128 -2.809 -0.1 -2.5 -1.0
H 2.381 -1.855 3.198 0.4 -0.3 3.4
H 1.448 -2.612 2.117 1.7 1.2 1.0
O 2.175 -1.936 2.320 -1.7 -1.7 -4.1

---

4.
41
Properties=species:S:1:pos:R:3:forces:R:3 method="wB97M-V/def2-TZVPD" gap_ev=10.494
C -0.236 3.169 0.681 0.4 0.7 -0.5
C -0.119 1.664 0.857 2.3 -0.3 0.7
C -0.459 1.293 2.299 -2.5 0.4 -0.8
O -1.583 0.892 2.568 1.3 -0.2 0.4
N -0.865 0.945 -0.131 -0.2 -0.6 0.1
C -0.785 -0.392 -0.282 -0.1 -0.6 -0.1
O -1.310 -1.004 -1.208 -0.1 0.4 -0.2
H -1.174 3.575 1.047 -0.2 0.0 -0.1
H -0.113 3.398 -0.378 -0.4 -0.1 -0.2
H 0.598 3.757 1.084 -0.2 -0.5 0.6
H 0.960 1.410 0.718 -0.5 0.1 0.1
H 0.211 1.571 3.103 0.7 -0.1 0.2
H -1.379 1.447 -0.835 -0.2 0.1 0.1
H -0.219 -0.986 0.450 0.1 0.6 0.2
O 2.036 -1.958 0.922 -0.9 1.0 0.6
H 1.600 -2.526 1.582 0.8 -0.5 -1.1
H 2.577 -2.289 0.199 -0.1 -0.8 0.4
O 2.544 -2.280 -1.982 1.1 -0.2 0.1
H 1.713 -2.540 -1.605 -0.9 -0.2 -0.1
H 2.490 -2.350 -2.944 -0.2 0.2 0.3
O 2.013 -0.533 -3.990 0.1 -0.3 -0.3
H 1.053 -0.590 -4.097 0.1 0.4 0.1
H 2.211 0.405 -3.970 -0.2 0.1 0.0
O 3.096 -0.017 2.501 -0.8 -0.2 0.4
H 2.652 -0.584 1.832 0.6 0.3 0.1
H 3.795 0.457 2.067 0.3 0.2 -0.4
O -3.897 -1.650 0.615 -0.5 -0.7 0.2
H -3.516 -0.857 0.991 0.1 0.6 -0.3
H -3.609 -1.705 -0.298 0.2 0.3 -0.2
O -3.643 1.500 0.954 -0.2 -0.7 1.3
H -4.442 1.340 1.492 0.2 0.3 -0.7
H -2.955 1.188 1.600 -0.2 0.5 -0.8
O -1.920 -2.726 2.138 0.2 -0.1 -0.4
H -2.653 -2.561 1.502 0.2 -0.1 0.6
H -2.239 -2.480 3.009 -0.2 0.0 0.0
O 3.204 0.226 -0.657 0.5 -0.3 -0.7
H 3.047 -0.214 -1.516 -0.5 0.1 0.4
H 4.115 -0.064 -0.511 -0.1 0.2 0.3
O -0.553 0.697 -3.417 -0.3 0.5 -0.2
H -0.897 0.240 -2.642 0.0 -0.7 0.4
H -1.347 1.134 -3.749 0.2 0.0 -0.3

---

5.
39
Properties=species:S:1:pos:R:3:forces:R:3 method="wB97M-V/def2-TZVPD" gap_ev=9.437
N 0.692 -1.648 -2.558 -1.8 0.0 3.2
C -0.233 -2.074 -1.332 1.9 2.5 -1.1
C -1.762 -1.980 -1.352 0.9 -0.7 1.2
C -2.507 -0.890 -2.083 1.7 2.8 0.4
C -2.023 0.564 -1.548 -1.5 0.0 -2.5
N -3.205 0.897 -0.678 2.2 -1.1 2.9
H 1.151 -2.487 -2.711 1.2 -1.2 -1.6
H 0.408 -1.064 -3.320 -0.6 -0.5 -0.2
H 0.280 -1.451 -0.570 -1.3 -0.2 0.0
H 0.026 -3.075 -0.995 0.2 -0.4 -0.7
H -1.897 -2.079 -0.216 -0.8 0.9 -1.4
H -2.137 -2.907 -1.719 -0.3 -1.0 -0.4
H -3.589 -0.947 -1.870 0.6 0.0 -0.4
H -2.317 -0.784 -3.172 -0.1 -1.1 0.5
H -0.924 0.712 -1.386 -1.2 -1.0 1.7
H -1.974 1.309 -2.405 -1.2 -0.7 0.4
H -3.122 1.838 -0.305 0.0 0.1 0.1
H -3.067 0.257 0.230 -0.6 1.8 -2.4
O 3.595 2.228 1.236 -1.7 -1.0 -4.4
H 3.929 2.897 0.547 -0.6 -1.4 1.5
H 3.034 1.550 0.566 2.4 2.6 2.8
O 0.977 0.877 -0.779 0.2 0.6 0.4
H 1.303 0.426 -1.559 0.2 -0.5 -0.3
H 1.275 0.325 -0.049 0.2 -0.2 0.1
O -2.306 -4.133 1.328 1.0 1.2 -2.7
H -2.994 -4.054 0.613 0.7 -0.3 1.2
H -1.513 -3.740 0.811 -1.7 -1.1 1.6
O 1.134 -0.174 3.890 -2.3 1.0 -1.7
H 0.859 0.798 3.904 0.6 -1.7 0.0
H 0.392 -0.531 3.292 1.6 0.6 1.4
O -0.665 2.314 2.749 0.0 1.3 0.5
H -0.153 2.553 1.944 -0.6 0.2 1.0
H -0.895 3.147 3.272 0.7 -1.6 -1.4
O 1.851 3.748 -1.457 0.3 0.7 1.7
H 1.710 3.831 -0.469 0.1 -0.4 -1.9
H 1.114 3.256 -1.811 -0.3 -0.3 0.2
O 2.903 -0.626 1.140 -2.3 2.2 1.8
H 3.361 -1.401 0.983 1.5 -2.5 -0.6
H 2.558 -0.712 2.071 0.5 0.4 -1.1

---

Result set for highest occupied orbital energy: -13.24 -10.79 -12.66 -10.21 -9.38 eV, one per record in the order listed.
Result set for LUMO: -2.6199 -0.0007 -2.4897 0.2866 0.0601 eV, one per record in the order listed.
Result set for ΔE to the lowest compared entry with this formula, charge and spin: 3.419 1.678 3.768 2.139 3.971 eV, one per record in the order listed.